# 1
DFT (ωB97M-V with the def2-TZVPD basis set) results for a structure of composition C40H35BF2GeNO7OsS.

Structure (XYZ):
```
89
Properties=species:S:1:pos:R:3:forces:R:3:mulliken_spin:R:1
H -4.468 2.962 6.878 0.0 0.0 0.0 0.000
H 3.987 6.535 -0.233 0.0 0.0 0.0 0.000
H 0.492 1.225 -5.104 0.1 0.0 0.0 -0.014
H 2.955 5.764 1.875 0.0 0.0 0.0 0.000
C -2.464 -0.455 -5.203 -0.1 0.0 0.0 -0.007
C -1.765 2.742 5.140 0.1 0.0 0.0 -0.001
H 4.061 -0.946 -3.337 0.0 0.0 0.0 0.008
C 2.225 0.954 -3.452 0.1 0.1 0.0 0.111
C -0.914 2.814 0.888 -0.2 -0.1 0.1 0.029
O -0.158 -1.970 -0.195 0.1 -0.3 -0.2 0.175
C 1.474 4.660 -1.499 0.0 0.0 0.0 0.004
C -0.510 0.961 -5.397 0.0 -0.1 0.1 0.005
H 3.087 1.084 -2.796 0.0 0.0 0.0 0.009
C 2.777 -4.461 -2.431 0.0 0.0 0.0 -0.026
C -2.640 0.237 4.329 0.0 0.0 0.0 0.005
O 0.290 -1.464 4.399 0.0 0.0 0.0 0.015
C -1.298 -1.934 -3.155 -0.1 0.0 0.0 -0.031
O 0.277 2.017 -1.051 0.3 -0.1 0.0 0.102
C -1.358 3.740 -1.358 0.0 -0.1 0.0 -0.005
H -0.589 2.503 -6.852 0.0 0.0 0.0 0.000
H -0.900 -2.507 -2.330 0.0 0.0 0.0 0.012
C -0.250 3.217 -0.442 0.0 0.0 -0.2 0.022
H -3.569 6.293 -1.553 0.0 0.0 0.0 0.000
H -0.244 -3.121 2.683 0.0 0.0 0.0 0.004
C -2.687 3.574 -3.359 0.0 0.0 0.0 0.002
H 1.243 2.042 -0.983 0.0 0.1 0.0 -0.036
C 4.565 -2.998 -3.075 0.0 0.1 0.0 -0.023
O -0.616 -4.111 0.178 0.0 0.0 0.1 0.032
C -0.565 -0.898 -3.694 -0.2 0.2 -0.1 0.076
H 1.664 1.886 -3.455 0.0 0.0 0.0 -0.027
H -3.612 4.317 6.137 0.0 0.0 0.0 0.000
C -3.095 2.391 5.326 0.0 0.0 0.0 0.001
F 2.160 1.255 1.144 0.0 0.0 0.0 -0.011
H 0.869 -3.573 -2.149 0.0 0.0 0.0 0.003
H -1.932 -3.018 2.186 0.0 0.0 0.0 0.004
C -1.161 -0.124 -4.754 0.1 0.0 0.1 0.024
H -1.427 3.728 5.433 0.0 0.0 0.0 0.000
C -2.043 4.900 -1.007 0.0 0.0 0.0 -0.003
C -4.075 3.353 5.937 0.0 0.0 0.0 0.000
C -0.934 -2.612 2.010 0.0 0.2 0.0 -0.019
H -3.110 -3.109 -3.178 0.0 0.0 0.0 -0.001
H 1.039 4.368 -2.448 0.0 0.0 0.0 -0.001
C -3.041 5.390 -1.831 0.0 0.0 0.0 0.001
H 0.161 2.159 4.396 0.0 0.0 0.0 0.001
H 2.419 -5.446 -2.159 0.0 0.0 0.0 -0.002
C 4.114 -4.267 -2.752 0.0 0.0 0.0 0.039
C 2.542 5.454 0.924 0.0 0.0 0.0 -0.001
C -2.585 -2.276 -3.627 0.1 0.0 0.1 -0.018
C 1.894 -3.393 -2.441 0.0 0.0 0.0 0.012
C 1.434 4.616 0.903 0.0 0.0 0.0 0.003
O -1.227 3.633 1.714 0.0 0.0 -0.1 0.030
C -2.421 1.352 -6.815 0.1 0.0 0.0 -0.010
C 3.680 -1.927 -3.084 0.0 0.0 0.0 0.055
C -3.071 0.303 -6.235 0.0 0.0 0.0 0.012
C 2.582 5.489 -1.474 0.0 0.0 0.0 -0.002
F 2.163 -1.023 1.486 0.0 0.0 0.0 -0.009
C -0.866 1.865 4.555 0.0 0.0 0.0 0.008
Os -0.366 -0.065 0.174 -0.6 0.1 0.5 3.345
H -2.982 -0.733 3.994 0.0 0.0 0.0 0.001
C -1.315 0.618 4.154 -0.1 0.1 0.0 -0.010
H -2.894 1.924 -7.603 0.0 0.0 0.0 -0.001
H -4.150 -1.784 -4.985 0.0 0.0 0.0 0.002
C -1.685 3.078 -2.534 0.0 0.0 0.0 -0.011
H -2.928 3.046 -4.274 0.0 0.0 0.0 0.000
C -0.554 -2.980 0.582 0.1 0.0 -0.1 0.016
B 1.532 0.156 1.624 0.0 0.0 0.1 0.187
O 0.884 0.404 2.905 0.2 0.1 -0.2 0.009
C -3.157 -1.547 -4.621 -0.1 0.0 -0.1 0.048
H 2.593 0.743 -4.459 0.0 0.1 0.0 0.023
H 5.607 -2.836 -3.318 0.0 0.0 0.0 -0.002
H -4.068 0.026 -6.558 0.0 0.0 0.0 0.000
C 3.121 5.888 -0.258 0.0 0.0 0.0 0.002
H -4.924 3.516 5.271 0.0 0.0 0.0 0.000
Ge 1.151 -0.561 -2.816 0.3 -0.1 -0.3 0.566
H -4.554 0.840 5.054 0.0 0.0 0.0 0.000
H 3.019 5.832 -2.403 0.0 0.0 0.0 0.000
H -4.148 5.116 -3.652 0.0 0.0 0.0 0.000
C 0.895 4.211 -0.311 0.0 0.0 0.0 0.014
C -3.366 4.729 -3.010 0.0 0.0 0.0 0.000
C 2.326 -2.108 -2.786 0.1 -0.2 0.0 0.026
O -1.187 1.526 1.009 0.0 0.5 0.0 0.057
H -1.791 5.411 -0.087 0.0 0.0 0.0 0.000
C -1.117 1.679 -6.388 0.0 0.0 0.0 0.012
H 4.803 -5.102 -2.739 0.0 0.0 0.0 0.003
H 0.989 4.291 1.831 0.0 0.0 0.0 -0.001
S -0.234 -0.550 3.429 0.0 -0.2 0.1 0.015
H -1.166 2.172 -2.814 0.0 0.0 0.0 0.017
C -3.517 1.125 4.919 0.0 0.0 0.0 0.000
N -0.933 -1.159 2.195 0.0 -0.2 0.1 0.121
```
Positions in Å, forces in eV/Å.

* highest occupied orbital energy (spin up / spin down): -6.65 / -8.46 eV
* expectation value of S²: 8.77
* spin multiplicity: 6
* strongest force on any atom: 0.0152 hartree/bohr
* frontier orbital gap (spin up / spin down): 0.2515 / 0.2358 Eh
* E_tot: -4917.10723 Eh
* energy above the lowest of the compared OMol25 structures with the same formula, charge and spin: 88.3 kJ/mol

=====

# 2
DFT (ωB97M-V with the def2-TZVPD basis set) results for the molecule CH2O3S in a non-equilibrium geometry.

Structure (XYZ):
```
7
Properties=species:S:1:pos:R:3:forces:R:3:lowdin_charge:R:1
H -1.485 0.898 0.009 0.2 -0.6 1.2 0.115
O -0.037 0.068 -1.269 1.1 -0.1 2.1 -0.237
H -1.245 -1.020 0.082 -0.5 0.6 0.9 0.102
O 1.367 -1.228 0.401 0.8 -1.1 -0.1 -0.246
O 1.461 1.254 0.495 -0.7 -1.5 -1.0 -0.270
S 0.808 0.024 0.090 0.1 2.8 0.1 0.579
C -0.868 0.003 0.192 -1.0 -0.1 -3.2 -0.044
```
Positions in Å, forces in eV/Å.

* highest occupied orbital energy: -11.74 eV
* SMILES: O=S1(=O)CO1
* strongest force on any atom: 0.0653 hartree/bohr
* frontier orbital gap: 0.4322 Eh
* E_tot: -663.10787 Eh
* energy above the lowest of the compared OMol25 structures with the same formula, charge and spin: 170.7 kJ/mol

=====

# 3
DFT (ωB97M-V with the def2-TZVPD basis set) results for a cluster of 2 separate species, C13H27O6P in total in a non-equilibrium geometry.

Structure (XYZ):
```
47
Properties=species:S:1:pos:R:3:forces:R:3:lowdin_charge:R:1
O -1.625 -1.596 -0.415 0.0 0.2 0.2 -0.196
H -2.234 -2.013 3.505 0.2 -0.1 0.0 0.125
H 4.039 0.411 -4.251 -1.4 1.2 1.4 0.074
C 2.526 1.474 0.623 -0.1 0.0 1.5 -0.393
H -3.244 -0.880 -1.440 0.2 -0.1 0.1 0.090
C -1.883 -2.424 2.553 0.3 -0.2 0.2 -0.170
H -2.531 -6.419 1.822 0.0 -0.1 0.1 0.085
H 1.929 0.707 1.281 1.3 1.4 -1.2 0.073
O 0.154 1.584 -1.226 -1.4 3.0 1.1 -0.316
H 3.461 3.427 1.535 -2.2 -0.9 -0.3 0.073
H 1.835 -0.411 -2.758 1.6 1.0 1.1 0.078
H 2.464 1.528 -4.285 1.8 -1.0 1.5 0.085
H 1.177 -2.073 1.339 -0.1 0.1 0.1 0.121
O -0.507 -2.032 2.455 -0.2 -0.2 -0.4 -0.139
C -2.295 -0.512 -1.041 0.0 -0.4 0.1 -0.103
C 0.105 -2.226 1.173 -0.1 0.4 0.1 -0.166
O -1.388 3.409 -0.403 1.7 0.2 -1.2 -0.052
H -2.966 5.005 -0.851 2.8 -1.4 -0.7 0.141
H 3.680 1.219 0.653 -2.5 0.2 -0.5 0.093
C -2.068 -3.942 2.597 -0.1 0.3 -0.6 -0.195
H -0.618 6.517 0.501 0.7 -2.2 -2.2 0.074
C -0.936 6.013 -0.522 -0.6 -1.7 0.1 -0.018
H 3.515 -0.362 -1.801 -1.9 1.2 -0.7 0.089
H -0.437 -0.218 0.592 0.0 0.0 0.0 0.113
H -2.510 0.271 -0.308 0.1 0.2 -0.1 0.087
H -0.019 -3.255 0.829 -0.2 0.1 -0.1 0.119
C -1.730 -5.889 1.301 -0.1 0.4 -0.2 -0.109
C 3.331 1.086 -3.606 -0.5 0.9 0.6 -0.205
H -3.060 -4.180 2.995 0.0 0.0 0.2 0.123
H 3.908 2.023 -3.161 -1.0 -2.0 -1.1 0.068
H -2.482 -1.960 1.766 0.0 -0.2 -0.1 0.120
H 0.357 -1.171 -0.695 0.2 0.1 0.0 0.109
O 0.004 3.635 -2.478 -3.2 -4.0 7.2 -0.019
H -0.522 6.426 -1.562 -2.3 0.2 2.3 0.094
P 1.899 1.621 -1.178 1.7 1.6 -0.5 0.975
H 1.690 2.977 2.223 1.6 0.2 -1.9 0.081
H -0.766 -6.092 1.776 0.0 -0.1 0.1 0.086
C -1.815 4.800 -0.622 0.9 2.4 -1.1 -0.117
H -1.685 -6.241 0.267 -0.1 0.1 0.1 0.089
H -1.694 -0.112 -1.860 0.0 0.2 0.0 0.077
C 2.665 0.277 -2.304 -0.1 -1.0 -1.6 -0.407
C 2.397 3.006 1.280 -0.5 -0.1 -0.6 -0.185
H -1.300 -4.387 3.245 0.0 0.1 0.0 0.127
H 1.935 3.721 0.445 0.9 -1.4 2.0 0.056
C -0.363 -1.208 0.130 -0.4 -0.7 0.0 -0.204
O -1.985 -4.493 1.283 0.3 -0.1 0.1 -0.209
C -0.405 2.960 -1.401 2.7 2.4 -5.1 -0.325
```
Positions in Å, forces in eV/Å.

* highest occupied orbital energy: -8.03 eV
* SMILES: C=COC(=O)OP(CC)CC.COCCOCCOC
* strongest force on any atom: 0.1717 hartree/bohr
* frontier orbital gap: 0.2456 Eh
* E_tot: -1303.93763 Eh
* energy above the lowest of the compared OMol25 structures with the same formula, charge and spin: 505.4 kJ/mol

=====

# 4
DFT (ωB97M-V with the def2-TZVPD basis set) results for a cluster of 10 separate species, C20H60O10S10 in total in a non-equilibrium geometry.

Structure (XYZ):
```
100
Properties=species:S:1:pos:R:3:forces:R:3:lowdin_charge:R:1
H -0.812 0.318 1.319 0.6 0.0 0.2 0.012
H 0.032 -3.569 3.498 -0.1 0.4 -0.5 0.040
C 0.782 -3.119 4.149 0.0 0.3 -0.8 -0.214
H -3.937 -1.902 -2.569 0.1 -0.3 -0.3 0.049
H -2.253 -5.400 -1.069 0.1 0.5 0.4 0.052
H 1.114 -0.868 5.661 0.4 -0.2 0.5 0.043
H -0.137 -1.434 -3.127 -0.5 -0.2 0.3 0.034
O 5.193 -2.200 -0.221 0.2 -0.8 2.4 -0.599
H -5.164 2.015 -1.070 -0.5 0.5 -0.3 0.030
S -5.394 1.077 1.073 -0.3 1.8 1.1 0.853
C -0.846 -3.247 0.258 0.2 -0.8 0.0 -0.253
C -0.869 2.970 5.574 0.1 -0.5 -0.8 -0.233
H 2.782 4.906 -2.032 0.0 0.1 0.6 0.054
S -0.817 3.985 3.985 1.5 -1.5 -1.2 0.861
H -3.195 0.964 0.206 0.1 0.2 0.0 0.038
H 3.645 -0.965 -3.690 0.2 -0.4 -0.4 0.044
H 2.144 0.361 5.004 0.0 -0.1 -1.0 0.056
C 1.941 -0.710 4.968 -1.0 -0.6 0.0 -0.228
C -0.348 0.765 0.440 -0.3 -0.6 -0.5 -0.286
H -1.930 -3.358 0.309 0.0 -0.1 0.2 0.050
O -1.051 3.193 -1.650 -1.5 0.9 -0.8 -0.608
C -6.023 1.512 -0.626 1.0 -0.7 1.1 -0.221
O -2.052 -3.420 -4.266 -0.3 0.4 -0.4 -0.575
C 3.658 -1.848 -3.051 -1.2 -0.2 0.4 -0.236
H -2.353 2.318 3.057 -0.4 0.3 -0.3 0.043
S 1.272 6.443 -0.806 0.7 -0.8 1.2 0.827
H -4.118 -0.455 -0.227 -0.1 -0.2 0.2 0.037
H 4.904 -5.070 -0.293 -0.3 0.3 0.3 0.038
H -6.946 2.066 -0.455 0.4 0.2 -0.2 0.053
C 1.743 1.150 -1.315 0.0 -0.3 1.2 -0.207
H 1.602 -4.916 -2.503 0.5 -0.3 -0.2 0.031
H -0.436 -2.703 1.108 -0.1 -0.1 -0.1 0.012
H 1.857 5.896 -3.098 -0.2 0.3 0.1 0.039
H -3.052 -0.398 -2.720 0.1 0.2 0.0 0.039
H 0.072 -1.808 -4.800 -0.2 0.0 -0.2 0.029
H 1.451 4.505 0.622 0.2 0.4 0.4 0.057
H -3.945 5.097 -0.888 -0.1 0.2 0.1 0.051
H 3.620 -2.602 2.692 0.2 0.2 -0.4 0.004
C 1.783 5.315 -2.179 0.3 0.0 -0.2 -0.258
H 5.853 -5.315 1.205 0.2 -0.5 -0.3 0.036
O -4.985 2.412 1.758 -0.4 -2.2 -1.5 -0.583
H -1.257 6.012 -2.406 -0.4 0.3 0.3 0.032
O 2.527 6.953 -0.124 -1.3 -0.5 -0.9 -0.568
H -0.920 0.355 -0.393 0.2 0.2 -0.4 0.049
C 2.383 -4.187 -2.285 0.2 0.3 -0.3 -0.240
C 5.732 -4.700 0.313 -0.6 -0.1 1.0 -0.251
C -3.126 4.477 -0.524 -0.8 0.5 -0.5 -0.253
H 2.952 -3.225 1.131 0.1 0.1 0.0 0.036
C -1.186 -5.478 -1.277 0.3 -0.5 0.6 -0.239
H 1.972 -3.567 -1.488 0.2 0.5 -0.2 0.019
H -0.591 -2.711 -0.656 0.3 -0.2 0.0 0.017
H -0.750 1.870 2.680 0.5 0.6 0.1 0.023
O 1.383 -1.272 -0.072 -0.2 1.6 0.4 -0.601
H -1.514 3.252 1.757 0.1 0.0 0.2 0.023
H 2.852 -1.271 5.177 -0.2 -0.1 0.3 0.049
S -2.279 -1.944 -4.388 1.4 -0.6 1.8 0.856
H 0.086 5.522 1.229 0.5 0.5 0.0 0.039
H -1.814 2.468 5.781 -0.3 0.4 -0.4 0.046
C -3.896 0.225 0.595 0.4 0.3 -0.6 -0.275
S -0.177 -4.999 0.238 -3.0 -0.3 0.5 0.842
H -0.480 -0.182 -4.334 -0.3 0.0 -0.1 0.047
H -2.539 5.065 0.181 0.5 -0.1 -0.4 0.061
H -2.990 5.977 -3.066 0.1 0.2 0.5 0.052
S 2.789 -3.286 -3.842 0.9 1.2 0.5 0.820
H -2.284 -1.776 -1.919 0.2 -0.2 -0.3 0.026
H 4.657 -2.152 -2.737 -0.1 -0.1 -0.2 0.045
S 1.378 0.225 0.275 0.3 -1.2 -1.3 0.876
H 6.601 -4.734 -0.344 0.2 0.6 0.5 0.057
H -6.217 0.588 -1.171 -0.1 0.0 0.1 0.048
C -0.561 -1.246 -4.113 -0.3 -0.1 -0.4 -0.238
C 0.601 5.132 0.352 0.3 -0.3 -0.7 -0.247
S -2.375 3.868 -2.060 1.5 -0.6 0.7 0.860
H -0.614 3.564 6.451 0.1 0.3 -0.4 0.043
O -0.925 -5.744 1.377 1.5 1.3 -1.6 -0.599
H -0.085 4.430 -0.123 -0.1 0.4 -0.6 -0.009
C -2.038 5.464 -2.934 0.3 -0.4 0.3 -0.230
H 1.379 0.648 -2.211 -0.6 0.0 0.3 0.045
H 1.109 4.479 -2.366 -0.3 0.2 0.3 0.020
H 3.065 -1.583 -2.175 0.1 0.0 0.3 0.008
H -1.052 -6.555 -1.383 0.4 0.0 -0.1 0.043
S 1.224 -1.464 3.443 -1.5 0.6 0.0 0.823
H -3.420 -0.291 1.429 -0.3 0.0 0.1 0.062
H -1.656 5.331 -3.946 0.0 -0.7 0.1 0.053
H 3.759 -4.315 2.314 0.0 -0.1 -0.1 0.044
H 1.651 -3.754 3.977 0.1 0.0 0.7 0.039
H 3.344 -4.590 -1.966 -0.2 -0.4 0.1 0.039
S 5.416 -3.046 1.062 -0.8 0.8 -3.1 0.876
C -2.944 -1.483 -2.735 -0.1 0.7 -0.3 -0.271
C 3.741 -3.316 1.877 1.0 -0.5 -0.4 -0.245
H 1.283 2.105 -1.060 0.0 0.2 -0.8 0.012
C -1.408 2.738 2.712 -0.7 -0.1 1.9 -0.233
O 3.919 -3.974 -4.534 -0.6 -0.5 0.1 -0.570
H -0.154 2.159 5.441 0.3 0.2 -0.1 0.031
O 0.639 4.046 3.514 -1.3 0.4 1.2 -0.596
H 0.300 -3.130 5.126 0.6 0.3 0.2 0.062
H 2.816 1.257 -1.469 0.0 0.0 0.5 0.050
O -0.111 -0.772 3.162 1.3 -0.5 0.5 -0.584
H -3.627 3.674 0.016 0.3 -0.3 -0.1 0.013
H -0.412 1.853 0.464 0.1 -0.2 -0.2 0.023
H -0.945 -4.958 -2.204 0.2 0.1 0.2 0.031
```
Positions in Å, forces in eV/Å.

* highest occupied orbital energy: -8.52 eV
* strongest force on any atom: 0.0652 hartree/bohr
* frontier orbital gap: 0.3082 Eh
* E_tot: -5531.87827 Eh
* energy above the lowest of the compared OMol25 structures with the same formula, charge and spin: 247.7 kJ/mol

=====

Question: Look up the strongest force on any atom of the second one.
Answer: 0.0653 hartree/bohr

=====

Question: What is the E_tot in the fourth record?
Answer: -5531.87827 Eh

=====

Question: The highest energy above the lowest of the compared OMol25 structures with the same formula, charge and spin belongs to which entry?
Answer: C13H27O6P